[1]
{"formula": "CH2I3P", "method": "wB97M-V/def2-TZVPD", "e_homo_ha": -0.339, "homo_lumo_gap_ev": 8.0, "e_above_lowest_kcal_mol": 46.1, "spin_multiplicity": 1, "symbols": ["C", "P", "I", "I", "I", "H", "H"], "xyz": [[-0.633, 0.042, 0.007], [0.971, -0.888, 0.046], [-0.612, 2.084, 0.747], [-1.448, -0.049, -1.990], [-1.776, -1.255, 1.357], [1.450, -0.201, 1.178], [2.047, 0.267, -1.345]], "lowdin_charge": [-2.217, 0.501, 0.602, 0.604, 0.609, -0.150, 0.052]}

=====

[2]
{"formula": "C5H10O2", "method": "wB97M-V/def2-TZVPD", "e_homo_ha": -0.323, "homo_lumo_gap_ev": 9.5, "smiles": "CC(=O)O.C=CC", "e_above_lowest_kcal_mol": 58.2, "spin_multiplicity": 1, "symbols": ["C", "C", "O", "O", "H", "H", "H", "H", "C", "C", "C", "H", "H", "H", "H", "H", "H"], "xyz": [[1.474, -1.330, 0.146], [1.224, 0.092, 0.571], [0.488, 0.387, 1.565], [2.326, 0.857, 0.355], [2.067, -1.819, 0.924], [2.025, -1.359, -0.796], [0.528, -1.859, 0.037], [2.201, 1.634, 0.929], [-0.238, 0.759, -1.176], [-1.169, 0.844, -0.161], [-2.195, -0.199, 0.112], [0.233, 1.663, -1.543], [-0.240, -0.098, -1.840], [-1.310, 1.792, 0.346], [-2.410, -0.257, 1.181], [-1.884, -1.183, -0.243], [-3.121, 0.077, -0.407]], "lowdin_charge": [0.004, -0.586, -0.031, 0.079, 0.101, 0.090, 0.081, 0.132, -0.049, -0.214, -0.092, 0.067, 0.072, 0.111, 0.079, 0.074, 0.085]}

=====

[3]
{"formula": "C37H52N6O6PSiTeY", "method": "wB97M-V/def2-TZVPD", "e_homo_ha": -0.262, "homo_lumo_gap_ev": 6.3, "e_above_lowest_kcal_mol": 34.3, "spin_multiplicity": 1, "symbols": ["Y", "O", "C", "C", "C", "C", "C", "C", "C", "O", "N", "N", "C", "C", "C", "C", "C", "C", "N", "H", "H", "H", "H", "H", "H", "H", "H", "H", "H", "N", "C", "C", "N", "C", "C", "N", "H", "H", "H", "H", "H", "H", "H", "H", "H", "H", "H", "H", "H", "C", "C", "O", "P", "O", "Te", "O", "C", "C", "H", "H", "H", "H", "H", "H", "H", "H", "H", "H", "C", "C", "C", "C", "Si", "O", "C", "C", "C", "C", "C", "C", "C", "C", "C", "C", "C", "C", "H", "H", "H", "H", "H", "H", "H", "H", "H", "H", "H", "H", "H", "H", "H", "H", "H", "H", "H"], "xyz": [[-0.264, -0.942, -0.545], [-0.244, 3.842, 0.283], [-1.462, 3.896, 0.824], [-1.953, 5.144, 1.221], [-3.224, 5.265, 1.735], [-4.034, 4.143, 1.872], [-3.547, 2.904, 1.526], [-2.259, 2.751, 1.002], [-1.770, 1.421, 0.622], [-0.620, 1.244, 0.085], [-2.642, 0.442, 0.873], [-2.187, -0.789, 0.649], [-3.016, -1.778, 0.823], [-2.510, -3.119, 0.836], [-3.365, -4.222, 1.021], [-2.828, -5.483, 1.154], [-1.444, -5.620, 1.114], [-0.674, -4.487, 0.902], [-1.169, -3.270, 0.737], [-0.028, 2.904, 0.083], [-1.310, 6.004, 1.109], [-3.597, 6.235, 2.031], [-5.040, 4.245, 2.250], [-4.153, 2.022, 1.642], [-4.067, -1.591, 1.039], [-4.431, -4.061, 1.069], [-3.457, -6.348, 1.313], [-0.979, -6.589, 1.218], [0.407, -4.575, 0.887], [-1.629, -2.941, -2.172], [-0.603, -3.380, -3.113], [0.522, -4.038, -2.308], [1.182, -3.069, -1.444], [2.504, -2.626, -1.878], [2.375, -1.363, -2.729], [1.657, -0.370, -1.933], [-2.274, -2.293, -2.617], [-2.164, -3.743, -1.845], [-0.972, -4.104, -3.857], [-0.220, -2.503, -3.640], [0.058, -4.818, -1.696], [1.236, -4.515, -2.991], [1.271, -3.426, -0.501], [3.067, -2.359, -0.982], [3.049, -3.412, -2.423], [3.373, -1.021, -3.033], [1.811, -1.570, -3.644], [2.259, -0.088, -1.151], [1.490, 0.501, -2.480], [-3.101, 3.838, -2.878], [-3.775, 2.692, -2.149], [-2.896, 1.633, -1.787], [-1.678, 1.124, -2.703], [-1.366, -0.283, -2.231], [0.197, 2.515, -2.969], [-2.535, 0.924, -4.097], [-1.916, 0.257, -5.171], [-1.915, 1.141, -6.408], [-3.842, 4.590, -3.142], [-2.636, 3.467, -3.789], [-2.333, 4.293, -2.258], [-4.570, 2.274, -2.776], [-4.208, 3.041, -1.205], [-2.484, -0.663, -5.360], [-0.891, -0.022, -4.897], [-2.921, 1.506, -6.594], [-1.581, 0.582, -7.277], [-1.260, 1.994, -6.254], [3.133, -2.273, 3.644], [3.701, -1.211, 2.704], [4.585, -0.262, 3.512], [4.588, -1.906, 1.672], [2.225, -0.271, 1.867], [1.432, -1.179, 0.835], [2.857, 1.310, 0.983], [2.336, 2.566, 1.278], [2.748, 3.702, 0.603], [3.705, 3.613, -0.392], [4.235, 2.376, -0.711], [3.807, 1.246, -0.035], [1.045, 0.320, 3.239], [-0.234, -0.221, 3.235], [-1.192, 0.162, 4.156], [-0.876, 1.097, 5.127], [0.398, 1.640, 5.160], [1.340, 1.262, 4.218], [3.934, -2.823, 4.142], [2.523, -2.981, 3.087], [2.510, -1.816, 4.411], [5.456, -0.789, 3.908], [4.039, 0.149, 4.357], [4.939, 0.559, 2.891], [5.348, -2.513, 2.167], [5.102, -1.175, 1.055], [3.997, -2.558, 1.033], [1.599, 2.658, 2.061], [2.316, 4.659, 0.847], [4.039, 4.497, -0.912], [4.989, 2.293, -1.482], [4.248, 0.291, -0.290], [-0.468, -0.974, 2.490], [-2.183, -0.270, 4.118], [-1.614, 1.395, 5.858], [0.655, 2.359, 5.926], [2.324, 1.708, 4.248]], "lowdin_charge": [1.434, 0.015, -0.256, -0.006, -0.079, -0.096, -0.038, -0.083, -0.422, -0.183, 0.072, -0.109, -0.067, -0.280, -0.017, -0.057, -0.052, -0.147, 0.078, 0.033, 0.117, 0.103, 0.097, 0.105, 0.131, 0.113, 0.111, 0.105, 0.111, -0.010, -0.242, -0.202, -0.106, -0.200, -0.221, -0.079, 0.074, 0.086, 0.115, 0.098, 0.106, 0.118, 0.068, 0.096, 0.120, 0.119, 0.107, 0.040, -0.092, -0.116, -0.255, -0.269, 0.211, -0.486, 0.648, -0.288, -0.338, -0.071, 0.082, 0.028, 0.049, 0.119, 0.113, 0.118, 0.086, 0.076, 0.073, 0.062, -0.097, -0.602, -0.092, -0.099, 0.486, -0.420, -0.201, -0.096, -0.080, -0.084, -0.086, -0.129, -0.213, -0.108, -0.082, -0.090, -0.085, -0.106, 0.082, 0.072, 0.074, 0.083, 0.066, 0.075, 0.082, 0.065, 0.058, 0.092, 0.105, 0.102, 0.101, 0.088, 0.068, 0.100, 0.099, 0.101, 0.099]}

=====

[4]
{"formula": "C31H26F3N9O9PSW", "method": "wB97M-V/def2-TZVPD", "e_homo_ha": [-0.373, -0.373], "homo_lumo_gap_ev": [6.4, 6.4], "e_above_lowest_kcal_mol": 24.5, "spin_multiplicity": 1, "total_charge": 1, "symbols": ["W", "O", "C", "N", "C", "O", "C", "C", "C", "C", "C", "N", "C", "C", "C", "C", "C", "N", "H", "H", "H", "H", "H", "H", "H", "H", "O", "C", "O", "C", "C", "C", "C", "C", "C", "O", "N", "O", "O", "N", "O", "O", "H", "H", "F", "C", "F", "F", "C", "C", "C", "C", "N", "C", "S", "H", "H", "H", "C", "N", "C", "N", "C", "N", "C", "P", "C", "C", "H", "H", "H", "H", "H", "H", "H", "H", "H", "H", "H", "H", "H"], "xyz": [[0.901, 0.845, 0.647], [-0.947, -1.500, 3.512], [-0.119, -1.000, 2.794], [0.026, 0.331, 2.444], [-0.581, 1.333, 3.216], [-1.434, 1.194, 4.043], [0.073, 2.653, 2.919], [-0.137, 3.750, 3.716], [0.603, 4.898, 3.470], [1.544, 4.875, 2.455], [1.675, 3.736, 1.679], [0.927, 2.652, 1.888], [0.940, -1.830, 2.132], [1.406, -2.965, 2.753], [2.382, -3.718, 2.117], [2.768, -3.333, 0.847], [2.217, -2.194, 0.284], [1.340, -1.413, 0.921], [-0.854, 3.669, 4.522], [0.463, 5.788, 4.067], [2.181, 5.725, 2.259], [2.392, 3.673, 0.876], [1.008, -3.216, 3.727], [2.818, -4.585, 2.595], [3.496, -3.900, 0.284], [2.468, -1.917, -0.727], [0.696, -0.050, -3.361], [1.161, 0.102, -2.265], [0.388, 0.161, -1.161], [2.595, 0.098, -1.880], [3.594, -0.553, -2.514], [4.843, -0.758, -1.831], [5.010, -0.518, -0.500], [3.954, 0.112, 0.178], [2.853, 0.633, -0.567], [2.365, 1.810, -0.200], [3.826, 0.229, 1.531], [2.635, 0.557, 1.960], [4.691, -0.022, 2.338], [5.967, -1.320, -2.589], [7.029, -1.442, -2.015], [5.756, -1.621, -3.748], [3.461, -0.940, -3.516], [5.921, -0.813, 0.003], [-3.985, 3.678, -3.001], [-3.434, 3.109, -1.920], [-3.840, 1.808, -1.932], [-3.984, 3.672, -0.838], [-1.937, 3.226, -1.934], [-1.296, 3.892, -2.963], [0.091, 3.965, -2.974], [0.784, 3.366, -1.944], [0.173, 2.731, -0.947], [-1.160, 2.643, -0.924], [-1.700, 1.736, 0.432], [-1.877, 4.339, -3.757], [0.619, 4.471, -3.769], [1.867, 3.384, -1.900], [-3.166, -3.539, -1.667], [-3.541, -2.061, -1.806], [-4.710, -1.767, -0.849], [-4.379, -2.149, 0.473], [-4.036, -3.562, 0.540], [-2.891, -3.866, -0.314], [-1.657, -3.245, 0.189], [-1.709, -1.369, 0.223], [-2.365, -1.173, -1.501], [-3.366, -1.281, 1.088], [-2.295, -3.712, -2.296], [-4.013, -4.119, -2.034], [-3.845, -1.876, -2.762], [-5.562, -2.340, -1.215], [-4.914, -0.699, -0.916], [-4.891, -4.153, 0.207], [-3.798, -3.827, 1.567], [-0.814, -3.575, -0.424], [-1.484, -3.597, 1.208], [-1.567, -1.372, -2.219], [-2.674, -0.136, -1.623], [-3.722, -0.251, 1.068], [-3.226, -1.564, 2.132]], "lowdin_charge": [1.781, 0.126, -0.486, -0.086, -0.468, 0.155, -0.209, 0.039, -0.005, -0.011, -0.070, -0.028, -0.221, 0.033, -0.004, -0.007, -0.081, 0.007, 0.136, 0.124, 0.120, 0.117, 0.136, 0.125, 0.124, 0.112, 0.131, -0.512, -0.306, -0.097, 0.088, -0.115, 0.112, -0.140, -0.360, -0.231, -0.271, -0.126, 0.123, -0.360, 0.088, 0.087, 0.144, 0.146, 0.148, -0.587, 0.091, 0.152, -0.104, 0.027, -0.019, -0.092, -0.040, -0.628, 0.779, 0.131, 0.116, 0.126, -0.112, -0.058, -0.102, -0.147, -0.150, -0.149, -0.283, 1.014, -0.249, -0.282, 0.144, 0.144, 0.183, 0.145, 0.142, 0.138, 0.141, 0.094, 0.095, 0.097, 0.066, 0.075, 0.096]}

=====

[5]
{"formula": "C55H44BrN2O8P2S3Y", "method": "wB97M-V/def2-TZVPD", "e_homo_ha": -0.107, "homo_lumo_gap_ev": 6.9, "e_above_lowest_kcal_mol": 7.1, "spin_multiplicity": 1, "total_charge": -2, "symbols": ["Y", "C", "C", "N", "N", "C", "S", "S", "C", "C", "C", "C", "C", "C", "C", "C", "C", "C", "C", "C", "C", "O", "H", "H", "H", "H", "H", "H", "H", "H", "H", "H", "H", "H", "H", "H", "O", "C", "O", "C", "P", "C", "C", "C", "C", "C", "C", "C", "C", "C", "C", "C", "C", "H", "H", "H", "H", "H", "H", "H", "H", "H", "H", "H", "H", "O", "S", "O", "O", "C", "C", "C", "C", "C", "C", "P", "C", "C", "C", "C", "C", "C", "C", "C", "C", "C", "C", "C", "H", "H", "H", "H", "H", "H", "H", "H", "H", "H", "H", "H", "H", "H", "Br", "C", "C", "C", "C", "C", "C", "C", "O", "O", "H", "H", "H", "H"], "xyz": [[-0.084, -0.506, 0.052], [1.831, -3.420, 1.246], [2.195, -2.014, 1.610], [1.308, -1.273, 2.175], [1.707, -0.116, 2.777], [1.004, 0.950, 2.753], [-0.390, 1.376, 1.829], [1.641, 2.241, 3.834], [3.406, 2.211, 3.387], [4.328, 1.308, 4.177], [5.682, 1.325, 3.849], [6.597, 0.554, 4.548], [6.169, -0.256, 5.589], [4.822, -0.287, 5.917], [3.908, 0.490, 5.219], [3.508, -1.482, 1.211], [4.717, -2.001, 1.641], [5.919, -1.468, 1.200], [5.887, -0.424, 0.285], [4.687, 0.093, -0.171], [3.450, -0.397, 0.296], [2.298, 0.070, -0.108], [0.859, -3.685, 1.657], [2.597, -4.098, 1.630], [1.801, -3.545, 0.158], [3.732, 3.246, 3.511], [3.451, 1.969, 2.324], [6.017, 1.945, 3.024], [7.644, 0.577, 4.270], [6.881, -0.865, 6.134], [4.476, -0.929, 6.719], [2.857, 0.455, 5.467], [4.714, -2.819, 2.355], [6.861, -1.863, 1.561], [6.816, -0.004, -0.087], [4.686, 0.881, -0.912], [-2.473, 2.409, -2.917], [-1.483, 1.889, -2.408], [-1.460, 1.192, -1.324], [-0.113, 2.051, -3.075], [1.096, 1.332, -1.872], [2.595, 1.426, -2.942], [3.036, 2.618, -3.517], [4.140, 2.631, -4.353], [4.819, 1.449, -4.630], [4.384, 0.258, -4.071], [3.276, 0.247, -3.233], [1.370, 2.849, -0.856], [2.656, 3.185, -0.433], [2.892, 4.325, 0.319], [1.838, 5.154, 0.673], [0.554, 4.827, 0.269], [0.319, 3.689, -0.488], [0.068, 3.096, -3.330], [-0.103, 1.465, -3.997], [2.516, 3.541, -3.294], [4.479, 3.563, -4.790], [5.687, 1.464, -5.278], [4.915, -0.663, -4.282], [2.933, -0.676, -2.779], [3.480, 2.537, -0.690], [3.905, 4.565, 0.624], [2.016, 6.038, 1.274], [-0.281, 5.457, 0.553], [-0.697, 3.447, -0.766], [-1.803, -2.755, 3.392], [-1.992, -2.894, 1.968], [-1.868, -4.248, 1.472], [-1.194, -1.925, 1.180], [-3.717, -2.441, 1.691], [-4.590, -3.286, 2.373], [-5.955, -3.106, 2.286], [-6.445, -2.039, 1.544], [-5.573, -1.189, 0.890], [-4.187, -1.377, 0.919], [-3.048, -0.208, -0.029], [-3.925, -0.176, -1.660], [-3.239, -0.741, -2.734], [-3.802, -0.801, -3.998], [-5.061, -0.266, -4.222], [-5.734, 0.346, -3.176], [-5.169, 0.395, -1.910], [-3.660, 1.333, 0.771], [-3.865, 1.351, 2.151], [-4.303, 2.505, 2.782], [-4.526, 3.661, 2.049], [-4.275, 3.664, 0.685], [-3.846, 2.509, 0.046], [-4.162, -4.082, 2.969], [-6.633, -3.783, 2.790], [-7.513, -1.861, 1.483], [-5.985, -0.354, 0.348], [-2.232, -1.100, -2.578], [-3.250, -1.257, -4.812], [-5.501, -0.292, -5.212], [-6.704, 0.801, -3.341], [-5.704, 0.926, -1.135], [-3.666, 0.459, 2.732], [-4.462, 2.503, 3.854], [-4.877, 4.560, 2.544], [-4.410, 4.574, 0.110], [-3.647, 2.521, -1.019], [-0.548, -4.530, -4.907], [-1.909, -4.314, -3.599], [-3.179, -4.764, -3.930], [-4.217, -4.610, -3.026], [-3.978, -4.002, -1.803], [-2.711, -3.533, -1.510], [-1.648, -3.685, -2.388], [-0.263, -3.157, -1.998], [0.689, -3.906, -2.144], [-0.208, -1.938, -1.577], [-3.345, -5.228, -4.893], [-5.214, -4.943, -3.286], [-4.775, -3.881, -1.079], [-2.517, -3.040, -0.582]], "lowdin_charge": [1.197, 0.006, -0.293, 0.004, -0.047, -1.060, 0.600, 0.850, -0.429, -0.270, -0.059, -0.109, -0.120, -0.094, -0.062, -0.123, -0.046, -0.133, -0.115, -0.030, -0.351, -0.294, 0.068, 0.083, 0.081, 0.070, 0.071, 0.112, 0.092, 0.088, 0.094, 0.081, 0.108, 0.083, 0.091, 0.087, 0.012, -0.722, -0.311, -0.227, 1.063, -0.344, -0.097, -0.099, -0.113, -0.092, -0.092, -0.334, -0.100, -0.098, -0.107, -0.087, -0.109, 0.086, 0.095, 0.106, 0.092, 0.089, 0.099, 0.112, 0.081, 0.097, 0.091, 0.100, 0.094, -0.300, 0.455, -0.306, -0.548, -0.255, -0.073, -0.089, -0.089, -0.088, -0.289, 1.118, -0.311, -0.101, -0.068, -0.097, -0.090, -0.101, -0.357, -0.115, -0.095, -0.111, -0.086, -0.086, 0.112, 0.095, 0.095, 0.084, 0.085, 0.105, 0.091, 0.093, 0.092, 0.110, 0.096, 0.088, 0.097, 0.083, 0.753, -0.607, -0.152, -0.091, -0.055, -0.037, -0.154, -0.602, 0.014, -0.179, 0.085, 0.096, 0.107, 0.063]}